*A*
16
Properties=species:S:1:pos:R:3:mulliken_spin:R:1 method="wB97M-V/def2-TZVPD" charge=+1 multiplicity=2 s2=0.76 homo_ev="-16.39 / -16.40"
O -1.627 -0.308 -2.161 0.6442
C -0.791 0.118 -1.454 0.0420
C -0.141 -0.642 -0.254 0.1598
C 0.753 0.298 0.579 0.0148
C -0.032 1.328 1.341 0.0107
C 1.537 -0.705 1.459 0.0284
H -0.231 1.036 -1.719 0.0931
H -0.923 -1.173 0.291 0.0057
H 0.546 -1.315 -0.779 -0.0072
H 1.482 0.680 -0.135 -0.0021
H -0.751 0.893 2.038 -0.0003
H -0.696 1.869 0.654 -0.0001
H 0.585 2.034 1.892 0.0002
H 2.342 -1.163 0.876 -0.0017
H 2.036 -0.242 2.303 0.0089
H 0.922 -1.547 1.782 0.0036

*B*
16
Properties=species:S:1:pos:R:3:mulliken_spin:R:1 method="wB97M-V/def2-TZVPD" charge=+1 multiplicity=2 s2=0.75 homo_ev="-11.26 / -11.22"
C 4.884 0.623 -0.457 0.0089
O 2.036 0.210 0.165 0.9915
C 4.867 -0.544 0.185 0.0168
C -4.333 -1.218 0.487 0.0000
C -3.716 -0.043 0.148 -0.0001
C -4.412 0.980 -0.454 0.0000
H 4.039 1.278 -0.272 0.0041
H 5.518 0.887 -1.295 0.0023
H 1.250 -0.079 -0.335 -0.0238
H 3.950 -0.860 0.639 -0.0008
H 5.792 -1.099 0.209 0.0009
H -5.399 -1.308 0.322 0.0000
H -3.769 -2.088 0.805 0.0000
H -2.678 0.117 0.420 0.0003
H -4.082 2.001 -0.286 0.0000
H -5.348 0.778 -0.966 0.0000

Ordering by calculated energy gives the sequence *A*, *B*, with the first entry being the most stable.

*A*
10
Properties=species:S:1:pos:R:3:nbo_charge:R:1 method="wB97M-V/def2-TZVPD" multiplicity=1 homo_ev=-8.33
C 0.346 -0.461 -0.793 -0.1120
C -1.324 -0.015 0.771 -0.0493
N 0.093 -1.838 -0.211 -0.1337
N -0.878 -1.930 0.439 -0.0521
N -0.236 0.498 0.133 -0.6210
Cl -2.716 0.132 -0.244 -0.0569
H 1.349 -0.299 -0.871 0.2001
H -0.095 -0.673 -1.690 0.2069
H -1.621 0.186 1.765 0.2157
H 0.424 1.073 0.592 0.4021

*B*
10
Properties=species:S:1:pos:R:3:nbo_charge:R:1 method="wB97M-V/def2-TZVPD" multiplicity=1 homo_ev=-8.44
C -0.199 -2.136 1.407 -0.5015
C -0.087 1.614 -1.594 0.0176
N 0.755 -1.310 1.183 0.0702
N 1.583 -0.560 1.028 -0.0320
N -0.598 1.912 -0.479 -0.6109
Cl -0.367 0.202 -2.318 0.0722
H -0.382 -2.677 2.371 0.2364
H -0.973 -2.140 0.662 0.2255
H 0.523 2.287 -2.160 0.1696
H -0.255 2.808 -0.099 0.3528

Ordering by calculated energy gives the sequence *A*, *B*, with the first entry being the most stable.

*A*
45
Properties=species:S:1:pos:R:3:nbo_charge:R:1 method="wB97M-V/def2-TZVPD" smiles="COC(=O)c1[nH]c2ccccc2c1NC(=O)CCN1CCSCC1" multiplicity=1 homo_ev=-7.79
C 4.791 2.029 -0.160 -0.2597
O 3.736 1.638 -1.024 -0.5095
C 2.516 1.553 -0.457 0.7675
O 2.315 1.788 0.725 -0.6418
C 1.492 1.154 -1.385 -0.0594
N 1.719 0.863 -2.713 -0.5180
C 0.545 0.503 -3.291 0.2462
C 0.287 0.125 -4.606 -0.2790
C -1.009 -0.193 -4.937 -0.1800
C -2.036 -0.139 -3.987 -0.2494
C -1.796 0.233 -2.687 -0.1525
C -0.487 0.561 -2.314 -0.1583
C 0.136 0.982 -1.103 0.1944
N -0.344 1.222 0.168 -0.6286
C -1.531 0.905 0.757 0.7013
O -2.495 0.449 0.178 -0.6195
C -1.523 1.168 2.246 -0.5282
C -0.422 0.395 3.021 -0.1875
N -0.409 -1.034 2.944 -0.4696
C 0.360 -1.713 1.931 -0.2225
C -0.418 -2.219 0.713 -0.5476
S -1.714 -3.385 1.233 0.1736
C -2.536 -2.214 2.358 -0.5521
C -1.547 -1.769 3.436 -0.2254
H 4.585 3.011 0.272 0.1958
H 4.906 1.306 0.651 0.1953
H 5.689 2.061 -0.772 0.1976
H 2.620 0.919 -3.155 0.4257
H 1.083 0.085 -5.333 0.2140
H -1.243 -0.491 -5.949 0.2138
H -3.040 -0.398 -4.289 0.2152
H -2.588 0.266 -1.958 0.2572
H 0.398 1.568 0.777 0.4404
H -1.360 2.234 2.416 0.2299
H -2.507 0.904 2.636 0.2293
H 0.564 0.749 2.709 0.2038
H -0.544 0.663 4.079 0.1956
H 1.159 -1.047 1.595 0.2027
H 0.824 -2.590 2.406 0.1922
H 0.244 -2.767 0.045 0.2278
H -0.908 -1.423 0.157 0.2179
H -3.377 -2.745 2.799 0.2260
H -2.901 -1.383 1.754 0.2323
H -2.063 -1.151 4.176 0.1967
H -1.175 -2.671 3.942 0.1963

*B*
45
Properties=species:S:1:pos:R:3:nbo_charge:R:1 method="wB97M-V/def2-TZVPD" smiles="Cc1cc(C)cc(N(CC(=O)NCc2cccnc2)S(C)(=O)=O)c1" multiplicity=1 homo_ev=-8.38
C -5.963 0.117 0.346 -0.6720
C -4.447 -0.389 0.237 0.0728
C -4.416 -1.825 0.059 -0.2866
C -3.081 -2.261 -0.082 0.0289
C -2.785 -3.571 -0.602 -0.6016
C -1.956 -1.496 0.043 -0.2752
C -2.183 -0.036 0.534 0.1951
N -1.204 0.989 0.954 -0.6750
C -0.034 0.546 1.482 -0.2572
C 1.049 0.551 0.203 0.7061
O 0.655 0.093 -0.781 -0.6852
N 2.299 1.019 0.189 -0.5896
C 3.322 0.815 -0.595 -0.1987
C 4.640 0.497 -0.238 -0.1609
C 5.754 0.881 -0.371 -0.0931
C 7.027 0.217 -0.042 -0.2612
C 6.887 -0.857 0.479 -0.0142
N 5.680 -1.556 0.675 -0.4222
C 4.642 -0.858 0.461 0.0976
S -1.214 2.352 -0.037 2.2636
C -1.562 1.914 -1.560 -0.9202
O -2.339 3.165 0.693 -0.9085
O 0.168 2.716 0.285 -0.9225
C -3.393 0.551 0.551 -0.3423
H -6.614 -0.160 -0.647 0.2106
H -6.619 -0.506 1.091 0.2339
H -6.149 1.253 0.346 0.2257
H -5.164 -2.337 -0.489 0.2190
H -2.530 -4.238 0.382 0.2077
H -3.620 -3.834 -1.039 0.2024
H -1.937 -3.559 -1.217 0.2193
H -0.945 -1.863 0.021 0.2308
H -0.117 -0.423 1.850 0.2216
H 0.519 1.062 2.258 0.2017
H 2.566 1.313 1.308 0.3641
H 3.477 2.083 -0.535 0.1757
H 2.884 0.575 -1.479 0.2483
H 5.909 1.881 -1.154 0.1852
H 8.005 0.884 -0.278 0.2404
H 7.716 -1.591 0.847 0.2010
H 3.659 -1.526 0.656 0.1911
H -2.440 1.724 -1.787 0.2587
H -0.844 1.252 -1.818 0.2964
H -1.426 2.875 -2.295 0.2847
H -3.874 1.558 1.095 0.3038

Ordering by calculated energy gives the sequence *A*, *B*, with the first entry being the most stable.

*A*
11
Properties=species:S:1:pos:R:3:nbo_charge:R:1 method="wB97M-V/def2-TZVPD" multiplicity=1 homo_ev="-8.89 / -8.01"
C 1.095 1.178 1.092 -0.0729
C 0.540 2.059 0.301 -0.4119
C 0.502 1.756 -1.093 0.0573
C -0.510 -0.979 -0.671 -1.0271
O -0.710 1.507 -1.665 -0.6720
P 0.285 0.129 -1.883 0.9550
H 1.811 0.360 1.136 0.1938
H -0.045 2.898 0.636 0.2291
H -0.080 -1.971 -0.853 0.2362
H -1.514 -1.061 -1.159 0.2499
H -0.678 -0.732 0.532 0.2626

*B*
11
Properties=species:S:1:pos:R:3:nbo_charge:R:1 method="wB97M-V/def2-TZVPD" smiles="OC1=[PH]=CC=C1" multiplicity=1 homo_ev=-8.39
O 1.149 0.537 -2.144 -0.6785
C 0.491 0.327 -0.970 0.1718
P -0.174 -1.507 -0.408 0.4456
C -0.800 -0.828 1.120 -0.5325
C -0.648 0.491 1.095 -0.1928
C -0.027 1.183 -0.058 -0.3715
H 1.298 -0.320 -2.629 0.4944
H 0.900 -1.746 0.372 -0.0082
H -1.292 -1.440 1.877 0.2407
H -1.057 1.087 1.887 0.2077
H 0.160 2.216 -0.144 0.2233

Ordering by calculated energy gives the sequence *B*, *A*, with the first entry being the most stable.